Formula: C34H59ClNO7
Source: the Open Molecules 2025 dataset
Level of theory: ωB97M-V with the def2-TZVPD basis set

The geometry in XYZ format:
```
102
Properties=species:S:1:pos:R:3:forces:R:3
C -10.3749 -4.4476 1.0131 0.152 -0.091 0.255
O -9.7880 -3.1955 1.2670 -0.203 -0.107 -0.032
C -10.2130 -2.2239 0.3349 0.125 0.881 -0.212
C -9.4635 -0.8958 0.5410 0.403 -0.907 0.732
C -8.0351 -1.0940 1.0917 0.014 0.774 -0.512
C -7.1170 0.0831 0.6729 -0.048 -0.531 0.126
C -6.2609 0.5463 1.8415 -0.149 -0.002 -0.075
N -5.4684 1.7281 1.4844 0.059 -0.060 0.202
Cl -5.1218 2.5778 2.9989 0.134 -0.047 0.201
C -4.2339 1.3366 0.7855 -0.105 0.049 -0.023
C -3.1050 2.3621 0.8679 0.444 -0.204 -0.237
C -2.0807 2.0990 1.9798 -0.540 0.392 -0.195
O -0.7545 2.2658 1.4850 0.153 0.037 0.053
C 0.1167 2.8442 2.4442 -0.355 -0.437 -0.507
C 1.5192 2.7702 1.8637 -0.501 0.070 -0.018
O 2.4480 2.3905 2.8823 0.283 0.292 -0.145
C 3.7484 2.4520 2.4374 0.406 -0.217 -0.156
C 4.2050 1.6281 1.4091 -0.057 0.239 0.153
C 5.5221 1.7047 0.9696 -0.275 0.049 0.014
C 6.4520 2.5845 1.5342 -0.122 -0.210 0.246
C 7.8917 2.7123 1.0113 -0.269 0.608 -0.111
C 7.8400 3.7982 -0.0972 -0.165 -0.649 0.017
C 8.8232 3.2591 2.0998 0.444 -0.261 -0.474
C 8.4221 1.4262 0.3410 -0.052 0.396 0.663
C 9.0537 0.3217 1.2122 -0.097 -0.776 -0.355
C 10.5379 0.5869 1.5318 -0.782 0.188 0.455
C 8.2637 -0.0143 2.4903 0.373 -0.414 -0.077
C 9.0189 -0.9448 0.3232 0.574 0.730 -0.347
C 5.9792 3.3867 2.5758 -0.415 -0.203 0.008
C 4.6567 3.3202 3.0209 0.127 0.079 0.018
C -4.5693 1.1111 -0.7297 0.014 -0.072 -0.592
O -4.1164 0.0566 -1.2246 0.119 -0.178 0.349
O -5.1901 2.0211 -1.2954 -0.205 0.346 0.049
H -11.4183 -4.3545 0.6968 -0.054 0.032 -0.051
H -9.8159 -5.0038 0.2536 -0.054 0.044 -0.145
H -10.3521 -5.0193 1.9415 0.036 -0.016 0.002
H -11.2865 -2.0451 0.4807 -0.099 -0.130 -0.175
H -10.0482 -2.5338 -0.7039 0.028 -0.423 0.105
H -10.0084 -0.2978 1.2715 -0.079 0.333 -0.247
H -9.3797 -0.3892 -0.4165 -0.287 0.192 -0.034
H -8.0666 -1.1410 2.1796 -0.058 -0.316 0.062
H -7.6245 -2.0209 0.7012 0.073 -0.155 0.170
H -7.7034 0.9336 0.3286 0.019 0.067 -0.065
H -6.4935 -0.2611 -0.1506 0.022 0.246 -0.103
H -6.9287 0.8030 2.6631 -0.027 0.157 0.003
H -5.6187 -0.2689 2.2059 0.059 -0.031 -0.037
H -3.8768 0.3704 1.1641 0.046 0.022 0.127
H -2.5518 2.3005 -0.0711 0.015 -0.047 -0.021
H -3.4901 3.3762 0.9255 -0.170 0.042 -0.034
H -2.2320 1.0796 2.3418 0.276 -0.047 0.209
H -2.2400 2.8043 2.7994 -0.030 -0.128 0.154
H 0.0635 2.2748 3.3762 0.144 0.142 0.163
H -0.2023 3.8795 2.5942 0.105 0.046 0.369
H 1.7912 3.7368 1.4333 0.251 -0.003 0.032
H 1.4795 2.0357 1.0602 0.141 -0.105 -0.026
H 3.5039 0.9356 0.9626 0.082 -0.078 -0.110
H 5.7963 1.0491 0.1543 0.069 0.032 0.007
H 7.2731 4.6600 0.2482 0.100 0.166 -0.055
H 8.8504 4.0753 -0.3986 0.035 0.156 0.035
H 7.3397 3.3730 -0.9695 -0.100 0.145 -0.075
H 8.8674 2.6223 2.9792 -0.163 0.125 0.159
H 8.5625 4.2800 2.3628 -0.125 0.037 0.196
H 9.8355 3.3093 1.6904 0.014 0.000 0.002
H 7.6015 0.9914 -0.2218 0.078 -0.054 -0.152
H 9.1481 1.7384 -0.4135 0.148 -0.095 -0.004
H 11.0192 1.0728 0.6864 0.253 -0.119 -0.039
H 11.0242 -0.3525 1.7899 0.197 -0.013 -0.108
H 10.6062 1.2326 2.4067 0.235 0.122 -0.068
H 8.4228 -1.0744 2.7050 0.004 -0.022 0.106
H 8.6241 0.5163 3.3704 -0.210 0.262 -0.012
H 7.1917 0.1142 2.3678 -0.051 0.167 0.052
H 7.9986 -1.2412 0.0937 -0.026 -0.192 0.075
H 9.6036 -1.7546 0.7575 -0.251 -0.166 0.205
H 9.5186 -0.6882 -0.6165 -0.166 -0.152 -0.157
H 6.6105 4.1017 3.0810 0.196 -0.031 -0.046
H 4.3399 3.9562 3.8372 -0.091 0.011 -0.009
C -10.5925 -4.7701 -4.9865 0.075 0.020 -0.095
C -10.0068 -5.9484 -4.2159 -0.099 -0.054 0.064
C -9.0242 -5.2494 -3.2865 0.118 0.086 -0.028
O -9.5728 -3.9587 -3.0141 -0.082 -0.095 -0.068
C -10.6562 -3.6986 -3.9073 -0.055 0.011 0.124
H -11.5635 -4.9761 -5.4355 -0.009 -0.002 0.020
H -9.9070 -4.4644 -5.7802 -0.010 0.009 0.006
H -10.7902 -6.4418 -3.6349 0.012 -0.003 -0.002
H -9.5308 -6.6960 -4.8491 0.018 0.015 -0.007
H -8.0488 -5.1165 -3.7655 0.012 -0.060 0.005
H -8.8773 -5.7821 -2.3459 0.006 0.052 0.032
H -11.5939 -3.7600 -3.3426 -0.036 0.017 -0.055
H -10.5575 -2.6883 -4.3053 0.038 0.017 0.049
C 4.9509 -1.0925 -2.9695 -0.070 0.104 0.032
C 5.6022 -0.6760 -4.2842 0.055 -0.103 -0.040
C 6.6589 0.3098 -3.8063 -0.059 0.110 0.050
O 7.0586 -0.1254 -2.5036 -0.057 -0.013 -0.014
C 6.1468 -1.1201 -2.0287 0.068 -0.082 -0.072
H 4.4306 -2.0475 -3.0190 0.012 -0.006 -0.002
H 4.2361 -0.3316 -2.6488 -0.003 -0.016 0.010
H 6.0779 -1.5392 -4.7562 0.001 0.015 -0.006
H 4.9075 -0.2373 -4.9986 -0.010 0.017 0.019
H 6.2489 1.3221 -3.7230 -0.012 0.000 -0.056
H 7.5340 0.3433 -4.4567 0.041 0.000 0.054
H 6.6524 -2.0919 -2.0526 -0.056 -0.026 0.040
H 5.8760 -0.8965 -0.9951 0.038 0.004 0.007
```
Positions in Å, forces in eV/Å.

Highest occupied orbital energy   -4.482 eV
Total charge   -1
DFT total energy   -2372.490161 Eh